Record 1
ORCA calculation (wB97M-V/def2-TZVPD) on a cluster of 13 separate species, H27O13 in total.

Net charge: +1
F_max (Eh/bohr): 0.136
Lowest unoccupied orbital energy (Ha): -0.10392
HOMO (eV): -14.1
Relative energy (zero: lowest compared OMol25 entry of this formula, charge and spin) (kcal per mole): 93.43
E (eV): -27047.02195
Kohn-Sham gap (eV): 11.3

The geometry in XYZ format:
```
40
Properties=species:S:1:pos:R:3:mulliken_charge:R:1
O 0.811 -0.873 2.861 -0.464
O 0.274 0.178 -2.140 -0.587
O -2.728 -2.264 -0.113 -0.555
O 2.645 -1.148 -0.573 -0.585
O 0.826 3.055 0.335 -0.674
O 2.743 1.584 0.959 -0.670
O -2.332 -0.365 -1.617 -0.616
O -2.564 1.123 -3.344 -0.473
O -0.196 1.400 2.415 -0.557
O 2.038 -2.606 1.526 -0.719
O -0.558 -2.937 1.218 -0.709
O -0.436 -0.193 0.132 -0.793
O -1.051 3.191 -2.223 -0.658
H 0.324 -1.060 3.554 0.215
H -1.880 2.039 -3.274 0.575
H -0.363 2.880 -1.610 0.353
H -0.786 -0.972 0.661 0.245
H -0.391 -3.482 2.001 0.299
H 3.065 -1.831 -1.051 0.277
H 1.148 0.556 -1.983 0.246
H 0.857 3.945 0.016 0.268
H 1.599 2.495 -0.049 0.389
H -1.873 -2.461 0.262 0.364
H -2.603 0.908 -2.334 0.537
H -1.725 -0.386 -0.922 0.607
H 0.477 0.001 2.642 0.289
H 2.374 -1.912 2.071 0.291
H 2.185 1.412 1.776 0.335
H -1.802 0.597 -3.436 0.347
H -3.100 -0.657 -1.249 0.255
H 1.630 -3.143 2.095 0.265
H -3.432 -2.610 0.357 0.259
H -1.073 1.690 2.719 0.276
H 0.486 -0.366 -3.018 0.302
H 0.247 -2.547 0.894 0.436
H 2.410 -1.460 0.365 0.345
H 3.054 0.697 0.996 0.289
H 0.299 -0.597 -0.183 0.426
H -0.611 3.965 -2.594 0.335
H 0.013 2.154 1.859 0.239
```

Record 2
ORCA calculation (wB97M-V/def2-TZVPD) on an isolated molecule of C4H9NO2.

F_max (Eh/bohr): 0.029
Lowest unoccupied orbital energy (Ha): 0.01243
HOMO (eV): -8.4
Relative energy (zero: lowest compared OMol25 entry of this formula, charge and spin) (kcal per mole): 93.06
E (eV): -9876.02503
Kohn-Sham gap (eV): 8.7

The geometry in XYZ format:
```
16
Properties=species:S:1:pos:R:3:mulliken_charge:R:1
O 0.369 -2.062 0.907 -0.605
O 1.660 -0.182 -0.043 -0.612
N -0.862 -0.245 -1.993 -0.693
C 0.483 -1.446 -0.140 0.002
C -0.175 1.016 1.562 -1.304
C -0.006 0.814 0.099 0.237
C -0.720 -0.246 -0.556 -0.053
H 2.111 -0.346 0.797 0.331
H -0.200 0.046 2.066 0.347
H 0.372 1.640 -0.496 0.358
H -1.591 0.383 -2.307 0.235
H 0.002 0.012 -2.455 0.246
H 0.690 -1.918 -1.113 0.350
H -1.139 1.506 1.738 0.344
H -1.611 -0.605 -0.049 0.469
H 0.616 1.634 1.984 0.347
```